1.
Computed, not measured: a structure of composition C25H42F3O14SY in a non-equilibrium geometry, with ωB97M-V/def2-TZVPD.

Element x y z (Å)
1 O 2.46913 0.54646 0.17733
2 H -3.28864 0.10008 5.19708
3 H -3.40965 -4.58980 -2.58119
4 C 0.69125 2.89356 3.67731
5 C 0.54578 -3.28170 3.12839
6 C -0.89140 -4.08478 -0.63805
7 C -3.55097 -1.55561 3.84502
8 O 0.99743 -0.58703 -2.16064
9 H -4.60218 -1.46803 4.11960
10 O 0.49449 2.04032 1.47702
11 H -2.14303 -1.23343 5.58168
12 C 4.29411 -1.04035 -0.12689
13 H -4.39355 0.50416 -2.91733
14 H 3.65943 -1.78460 -0.60791
15 O -2.74438 -3.00615 -1.40994
16 H 4.45614 -1.34829 0.90607
17 O 4.56085 1.29762 -0.28330
18 C -3.37620 -0.83239 2.53849
19 H -3.35976 -1.56160 1.72850
20 H 0.41020 -2.57198 -4.69513
21 H 6.49043 0.90040 0.17003
22 C 5.79200 0.80049 -0.66082
23 C -0.07247 3.41338 -3.10696
24 C -0.22391 3.27595 1.50479
25 C -1.59205 -2.73841 -0.84546
26 Y 0.10309 0.27993 -0.17712
27 H 2.33680 2.33634 2.39460
28 H -0.53987 5.38008 -3.95844
29 H -3.22780 -2.59623 3.81753
30 H -1.11600 3.38322 -2.79353
31 H -3.86579 0.52950 -0.34474
32 C -3.38925 0.58921 -2.50232
33 C 0.32922 4.79270 -3.66219
34 O -1.24786 0.04529 1.78169
35 F 0.39627 -2.66771 4.25385
36 O 0.94394 -1.24369 1.23539
37 H 0.87390 -0.38751 -4.23776
38 H 0.39706 6.21706 -1.96583
39 C 1.31755 2.02079 2.61741
40 F -0.59691 -3.41988 2.55169
41 H -4.10467 -0.05220 2.31775
42 H 0.84352 4.77085 -4.62298
43 O 2.81038 -1.68729 2.79831
44 C -2.00743 -0.25510 2.68044
45 C 3.66706 0.34983 -0.08402
46 H -1.79543 -5.97021 -1.12644
47 S 1.75926 -2.22962 1.94172
48 H 0.28123 4.09220 0.98839
49 H -3.10123 -0.45280 -2.64145
50 O -1.65997 -0.13297 3.99704
51 O -1.17645 -1.60033 -0.59314
52 H -3.74132 -4.98443 -0.92445
53 H -3.72507 2.06319 -1.19741
54 H 1.37091 3.67648 4.01377
55 H 0.52633 -3.14032 -3.02115
56 O -1.98976 1.25914 -0.65955
57 H 5.41223 -0.73522 -2.02946
58 H -1.30620 -5.18105 -2.56131
59 O 0.76425 2.43763 -1.05914
60 C 0.99711 5.51347 -2.54290
61 H 0.25152 2.56062 -3.70356
62 H 2.16145 -1.40738 -3.75799
63 C 0.72499 3.36604 -1.83507
64 H 0.17713 -3.93847 -0.79600
65 H -0.56873 4.61231 3.15212
66 C -3.08288 -4.39252 -1.56021
67 H 1.37827 0.99539 2.98207
68 H -1.12967 -4.39058 0.38068
69 O 2.23208 -3.20658 0.96514
70 C -2.67558 -0.70462 4.79121
71 O 1.52173 4.43993 -1.77098
72 H -1.42515 3.08722 3.23370
73 C -3.30845 1.05914 -1.11736
74 F 1.12298 -4.45759 3.30716
75 C -1.68542 -4.97628 -1.56013
76 C -0.48169 3.54686 2.93921
77 H 0.37371 2.36130 4.57396
78 H -2.80787 1.18395 -3.20687
79 H 6.39358 -1.31746 -0.62101
80 C 0.24991 -2.29614 -3.65286
81 C 1.14521 -1.12532 -3.48269
82 H -0.79029 -1.97750 -3.58539
83 H 6.23806 1.26151 -1.54207
84 H 1.85182 6.10243 -2.87563
85 C 5.56503 -0.69087 -0.95113
86 H -1.18379 3.21639 0.99179

* charge: 0
* frontier orbital gap: 7.79 eV
* relative energy (zero: lowest compared OMol25 entry of this formula, charge and spin): 237.6 kJ/mol
* HOMO energy: -7.3 eV
* lowest unoccupied orbital energy: 0.52 eV
* 2S+1: 1

2.
Computed, not measured: a structure of composition C48H43Cl3F5N8O8S2SeTl in a non-equilibrium geometry, with ωB97M-V/def2-TZVPD.

Element x y z (Å)
1 C -0.24379 -0.76360 5.71802
2 H 3.87490 -3.04599 2.53382
3 Tl -1.18709 -0.76774 -0.70963
4 C 0.60461 -2.24345 -4.11946
5 C 0.69853 5.37796 -1.83936
6 C -3.39031 2.21695 -4.15847
7 C -2.82630 4.34454 4.09606
8 F -3.99989 3.10358 -4.98215
9 H 3.73009 -1.67115 -4.62346
10 H 1.01825 4.21668 0.67527
11 H 2.27939 -4.63718 1.59076
12 Cl 4.04118 4.73269 0.86948
13 C 2.66554 -1.69987 -4.69983
14 H 1.47738 5.87400 -1.25077
15 C 0.33251 3.71218 -0.02950
16 H -0.78124 5.53400 -0.26081
17 C -2.00871 2.12564 -4.12577
18 H -3.59960 -7.07486 -0.30591
19 S 2.36235 -0.37339 -1.64142
20 C -3.18712 4.48282 2.76654
21 C 4.49995 0.79750 1.13596
22 C -2.11022 0.33677 -2.45773
23 H 2.62784 0.89002 5.79581
24 H -3.34883 3.50199 0.85821
25 N 1.06038 2.76025 -0.81489
26 C -2.74515 -3.75980 -0.27383
27 H -4.39947 -4.84281 -3.76847
28 C 2.01736 3.25405 -1.76949
29 C 1.82326 -0.95673 -5.44745
30 H -1.47799 -0.99872 -4.98970
31 C -4.08752 -4.33036 -2.85515
32 H 4.15462 -2.08382 1.05249
33 C 1.00233 -0.47685 5.23839
34 F -0.05508 1.19435 -3.31712
35 C -2.81541 -4.74429 1.98875
36 H -0.12799 -4.38876 0.23594
37 C 2.40266 -3.40842 -2.90405
38 C -2.56773 -2.35318 1.79521
39 C -1.39586 1.21018 -3.26839
40 C -3.19664 -5.04696 -0.74429
41 C 4.60921 2.11014 0.70464
42 N -2.23012 -1.21793 1.27964
43 H 2.01064 -0.18667 -6.16554
44 C -2.66360 -3.62755 1.15363
45 Cl -1.34178 -1.89540 5.06795
46 F -4.28444 -0.34295 -1.80148
47 H 5.32871 2.36074 -0.05971
48 O 3.03694 0.19689 -2.78656
49 H -4.96267 -3.90225 -2.35089
50 C -3.31181 -6.11946 0.11436
51 O 2.99772 -0.99983 4.04877
52 H -2.91928 -2.33681 2.83483
53 H 2.25124 3.49813 2.69471
54 H -0.56739 0.24498 -5.89653
55 H -1.88230 1.09922 4.04166
56 C 3.69707 -0.93524 2.82142
57 C -2.61702 2.17889 2.35688
58 C -3.07963 3.41021 1.90048
59 N 1.90761 -2.53162 -3.92356
60 H 2.87025 3.74052 -1.27087
61 H 1.10712 1.73790 7.75550
62 C -3.08276 -5.99148 1.48317
63 N 0.54609 -1.31013 -5.09433
64 C -0.33755 4.76671 -0.90119
65 H -2.06340 3.02127 5.59763
66 H -0.87151 -1.35198 -6.62257
67 C 3.81320 3.07565 1.28832
68 H -1.12832 4.29365 -1.48382
69 C -2.35283 3.12681 4.55843
70 C 2.79569 1.42750 2.66597
71 H -3.55404 5.43757 2.41384
72 H 1.13833 -0.71342 3.12465
73 C 0.56074 -3.64187 0.57512
74 F -5.49093 1.46349 -3.38218
75 H -2.68940 -4.60973 3.05670
76 C 1.33567 4.27633 -2.68100
77 H -0.40751 3.14268 0.53424
78 C -4.13936 1.37438 -3.34922
79 C 1.73631 -3.77693 1.25146
80 O 1.04494 -0.89144 -1.93115
81 H 1.43406 -0.61136 0.87139
82 Se -0.81067 -2.91935 -3.21457
83 C 3.52545 -2.19337 1.94044
84 O -2.79698 1.14295 0.20955
85 H 2.72906 -2.82197 -2.04178
86 N 0.31801 -2.32090 0.37716
87 H 3.24471 -3.98844 -3.28718
88 S -0.65913 0.19638 7.10052
89 H 0.56474 3.77455 -3.26182
90 C -0.65800 -0.81988 -5.68738
91 H 2.39564 2.40638 -2.34560
92 H -3.15193 -6.86218 2.12444
93 C -2.24860 2.05359 3.69514
94 H 2.09940 1.20504 3.45471
95 C -3.49672 0.45442 -2.52370
96 N -2.33500 -0.13003 2.06691
97 H 1.32032 -2.21412 4.03438
98 H -2.91768 5.18079 4.77633
99 C 1.32738 -1.67347 0.89458
100 H 0.23296 6.12903 -2.48406
101 Cl 5.58942 -0.30883 0.42450
102 O -3.49476 -5.33659 -2.06254
103 H 4.74891 -0.99641 3.15050
104 C 0.87377 0.98256 7.03278
105 H 1.59290 -4.07236 -2.60262
106 O 2.23567 0.82738 -0.60411
107 C 3.60723 0.42601 2.14373
108 O -2.48064 -2.80601 -1.08034
109 C 1.63654 0.53340 6.00620
110 C -2.55669 1.00996 1.42734
111 O 3.22667 -1.31342 -0.93374
112 C 0.94140 1.42400 -0.49425
113 C 2.88154 2.74237 2.25125
114 H 2.06685 4.70180 -3.37268
115 F -1.26699 2.91927 -4.94408
116 N -0.05514 0.86435 -0.05442
117 C 1.58497 -1.14636 4.02651
118 H -3.38517 -3.53117 -3.10404
119 N 2.20548 -2.50717 1.47353

* charge: -2
* frontier orbital gap: 5.28 eV
* relative energy (zero: lowest compared OMol25 entry of this formula, charge and spin): 0.0 kJ/mol
* HOMO energy: -1.8 eV
* lowest unoccupied orbital energy: 3.46 eV
* 2S+1: 1

3.
Computed, not measured: a cluster of 2 separate species, C3H3F2NS in total in a non-equilibrium geometry, with ωB97M-V/def2-TZVPD.

Element x y z (Å)
1 N 0.26704 -1.66290 -0.60482
2 H -1.37687 -0.65813 -0.34987
3 F 2.87656 0.64032 -0.51470
4 F 2.31679 0.01870 1.50586
5 C -1.82176 0.30524 -0.03470
6 H -2.69399 0.51244 -0.64839
7 S -0.61075 1.54905 -0.32002
8 H -2.08814 0.26640 1.01974
9 C 2.02541 -0.04303 0.21981
10 C 1.10573 -0.92810 -0.27290

* charge: 0
* frontier orbital gap (alpha / beta): 7.83 / 6.98 eV
* relative energy (zero: lowest compared OMol25 entry of this formula, charge and spin): 293.2 kJ/mol
* HOMO energy (alpha / beta): -9.2 / -8.9 eV
* lowest unoccupied orbital energy (alpha / beta): -1.40 / -1.88 eV
* 2S+1: 1

4.
Computed, not measured: a structure of composition C16H25I3NO4PSb in a non-equilibrium geometry, with ωB97M-V/def2-TZVPD.

Element x y z (Å)
1 H -1.33098 0.06123 1.68250
2 H -3.06252 -3.40277 2.60644
3 H 2.54483 -1.71322 -1.69526
4 H 4.46562 -2.42612 0.00367
5 C -0.66058 0.83416 1.31656
6 H -0.86448 1.70419 1.93569
7 H -5.23317 1.52797 -0.18807
8 H 3.40521 1.06583 2.16654
9 H 1.36051 1.29616 0.81529
10 H -2.43659 -4.36447 1.28682
11 I -1.03065 -3.28792 -1.14583
12 C 4.12172 0.39870 1.72127
13 C -1.26818 -2.64321 1.71784
14 H 7.42744 0.06681 1.34568
15 H -3.07840 3.21289 -1.16830
16 C -2.43797 1.17570 -3.24385
17 N 6.07692 -1.28655 0.58844
18 I 1.36628 1.00065 -3.73967
19 H -3.42133 3.50868 0.51980
20 C -2.59234 -3.34986 1.63429
21 I -0.93517 -1.92574 3.69426
22 O -2.89950 1.53648 0.07521
23 H 0.88385 -1.26506 -1.90105
24 P -1.31896 1.38587 -0.25241
25 O -0.69414 2.63690 -0.68682
26 O 3.02612 1.05548 -1.29260
27 C -2.30830 0.02754 -2.23942
28 H -1.93513 2.07068 -2.90911
29 H 1.14597 0.71235 2.41269
30 C 5.46755 0.68841 1.80283
31 H 1.78891 -1.91476 2.56070
32 C 0.83469 0.53816 1.38773
33 O -1.25148 0.18428 -1.28743
34 H -3.23011 -2.82095 0.94106
35 C -3.50568 2.77855 -0.27736
36 C 4.75988 -1.52581 0.53261
37 H 5.81621 1.57989 2.29647
38 C -0.39955 -2.43971 0.73587
39 H -2.05030 -0.86114 -2.79957
40 C 6.37484 -0.16898 1.24825
41 H -2.04023 0.87215 -4.19979
42 C 3.76143 -0.76294 1.07426
43 H -5.63175 3.20690 0.00518
44 H -3.24826 -0.19919 -1.75682
45 H -3.49348 1.36917 -3.41220
46 C -4.99559 2.52438 -0.54321
47 C 2.23066 0.31227 -1.77071
48 H 2.29226 -3.03181 0.46716
49 Sb 1.64211 -1.43993 0.88152
50 H -5.21832 2.52321 -1.60183
51 C 1.78015 -1.02551 -1.34532

* charge: -1
* frontier orbital gap: 7.05 eV
* HOMO energy: -4.9 eV
* lowest unoccupied orbital energy: 2.19 eV
* 2S+1: 1

5.
Computed, not measured: a cluster of 2 separate species, C3H3NO in total in a non-equilibrium geometry, with ωB97M-V/def2-TZVPD.

Element x y z (Å)
1 H 2.07957 -1.18634 -0.49888
2 C -0.09214 -0.00741 -0.91694
3 C -0.67315 0.82142 1.23834
4 H -0.67367 0.54678 -1.68201
5 C 1.08557 -0.78766 -0.64631
6 N 0.05862 -1.51324 -0.73915
7 H -0.64769 0.20318 2.07720
8 O -1.13711 1.92327 1.16774

* charge: 0
* frontier orbital gap (alpha / beta): 8.40 / 8.40 eV
* relative energy (zero: lowest compared OMol25 entry of this formula, charge and spin): 533.9 kJ/mol
* HOMO energy (alpha / beta): -7.8 / -7.8 eV
* lowest unoccupied orbital energy (alpha / beta): 0.63 / 0.63 eV
* 2S+1: 1

6.
Computed, not measured: the molecule FHN2O3 in a non-equilibrium geometry, with ωB97M-V/def2-TZVPD.

Element x y z (Å)
1 O -0.93942 -0.32923 -1.02523
2 N -1.87950 0.80834 -1.22338
3 O -2.38451 1.25668 -0.24604
4 O 0.13831 0.17295 -0.33634
5 H -0.05177 0.02677 0.61116
6 N -2.01984 1.19151 -2.37533
7 F -1.28236 0.51314 -3.28615

* charge: 0
* frontier orbital gap: 11.34 eV
* relative energy (zero: lowest compared OMol25 entry of this formula, charge and spin): 309.8 kJ/mol
* HOMO energy: -11.2 eV
* lowest unoccupied orbital energy: 0.19 eV
* 2S+1: 1
* SMILES string: [O-]/[N+](=N/F)OO

7.
Computed, not measured: the molecule C4H9O6P in a non-equilibrium geometry, with ωB97M-V/def2-TZVPD.

Element x y z (Å)
1 O 0.71451 2.22404 0.93867
2 C -0.48075 1.79779 0.89467
3 H -1.19363 2.47013 0.42158
4 H 0.26389 -0.24800 1.78900
5 O 1.12066 -0.14084 -0.41276
6 H 0.90124 -2.23019 -0.29282
7 O -1.11269 1.08778 1.89695
8 H 0.38732 0.64172 3.47532
9 O -1.74827 0.22900 -3.13255
10 H -0.95358 -0.58326 3.07585
11 C 1.59848 -1.44090 -0.58024
12 H 1.37987 1.54788 1.23430
13 H 2.48286 -1.61083 0.02659
14 O -1.45128 -0.84848 -0.10989
15 C -0.68943 -0.31282 -2.60326
16 H 1.82358 -1.66449 -1.67680
17 O -0.07523 -1.22087 -3.05444
18 P -0.55091 0.25998 -0.62000
19 C -0.24120 0.24284 2.57095
20 H -2.17541 -0.20048 -3.84113

* charge: 0
* frontier orbital gap: 8.71 eV
* relative energy (zero: lowest compared OMol25 entry of this formula, charge and spin): 294.5 kJ/mol
* HOMO energy: -8.7 eV
* lowest unoccupied orbital energy: 0.03 eV
* 2S+1: 1
* SMILES string: CO[C@@H](O)[P@](=O)(OC)C(=O)O

8.
Computed, not measured: a structure of composition C26H23N2OPPtSe in a non-equilibrium geometry, with ωB97M-V/def2-TZVPD.

Element x y z (Å)
1 C 1.50627 1.05632 -1.89715
2 H -0.82976 1.04529 3.99734
3 H 0.19805 0.73069 5.41011
4 H 4.74224 0.27620 -2.66353
5 N 0.32484 -0.70762 3.90937
6 H -2.31822 6.24848 0.30687
7 C -1.80765 0.38670 -1.93582
8 C -2.51634 5.42851 -0.36916
9 C 3.76634 0.19314 -2.20329
10 H -3.48063 0.62900 -0.54820
11 H -3.25274 2.50801 -2.80578
12 C -3.51201 -1.34180 -3.30118
13 C 0.54140 2.06830 -2.12348
14 C -2.00959 3.22918 -1.18661
15 H -4.18611 -1.99410 -3.84095
16 H 1.79525 -2.05363 4.61717
17 N -2.69706 -3.55583 -2.14149
18 H 4.26361 -1.54325 -1.07760
19 C -2.23428 -1.11853 -3.80075
20 P -0.93447 1.80583 -1.18426
21 C -1.94054 -3.22700 -1.33635
22 H -4.60713 4.55846 -2.89555
23 H 2.05654 -1.77120 -0.04290
24 C 3.01128 2.26017 -3.36652
25 C 0.08708 -1.05354 2.68051
26 H 0.92383 1.30955 3.89548
27 O -0.34050 -0.21245 1.82632
28 C 0.81155 3.14290 -2.93584
29 C 3.50291 -0.81457 -1.32150
30 C 0.79165 -1.72180 4.87512
31 C 2.22871 -0.94485 -0.71504
32 C 2.05762 3.21927 -3.58409
33 C -3.12911 0.11075 -1.43500
34 H -0.94398 4.20640 0.41892
35 H -4.96105 -0.93055 -1.76047
36 C -3.80932 4.47347 -2.17081
37 C -3.54445 5.52145 -1.29790
38 C -1.38279 -0.27442 -3.12521
39 H 3.97981 2.34448 -3.84355
40 C -3.04834 3.31796 -2.11739
41 C -3.96018 -0.73159 -2.11696
42 H -0.39347 -0.06336 -3.51233
43 H 0.10652 -2.56609 4.89326
44 H -4.14706 6.41864 -1.34213
45 H 0.23256 -2.10532 2.42880
46 H 2.26516 4.05339 -4.23932
47 H 0.07645 3.92581 -3.07726
48 C 1.25992 -0.03665 -1.03492
49 Pt -0.59028 -0.27810 -0.23723
50 C 0.14180 0.68692 4.32844
51 Se -0.72115 -2.72170 -0.07669
52 H -1.91146 -1.61648 -4.70376
53 C 2.77878 1.15830 -2.50541
54 H 0.81417 -1.27084 5.86081
55 C -1.74584 4.28045 -0.30578

* charge: +2
* frontier orbital gap: 5.85 eV
* relative energy (zero: lowest compared OMol25 entry of this formula, charge and spin): 98.9 kJ/mol
* HOMO energy: -14.3 eV
* lowest unoccupied orbital energy: -8.42 eV
* 2S+1: 1